[1]
Density functional theory data (wB97M-V/def2-TZVPD) for a 11-piece molecular cluster, C2H26O11 overall.

Frontier orbital gap: 9.01 eV
Relative energy (zero: lowest compared OMol25 entry of this formula, charge and spin): 1.174 eV
LUMO: -0.70 eV
SMILES: CCO.O.O.O.O.O.O.O.O.O.O

Structure (ORCA input):
```
! RIJCOSX wB97M-V def2-TZVPD def2/J DEFGRID3
* xyz 0 1
C 32.15 25.61 -15.27
C 32.67 25.87 -16.65
O 32.22 24.86 -17.56
H 31.10 25.84 -15.16
H 32.67 26.26 -14.57
H 32.34 24.59 -14.93
H 33.76 25.88 -16.63
H 32.36 26.86 -17.00
H 32.53 25.10 -18.43
O 29.10 24.85 -9.41
H 29.36 24.65 -8.50
H 28.35 25.45 -9.34
O 29.87 28.20 -10.87
H 29.98 28.24 -9.91
H 29.01 28.60 -11.04
O 29.00 26.55 -14.35
H 29.10 25.61 -14.53
H 29.20 26.97 -15.19
O 31.25 28.90 -13.80
H 30.44 28.40 -13.97
H 31.66 28.49 -13.03
O 32.71 28.73 -10.67
H 33.11 28.16 -10.00
H 31.76 28.69 -10.51
O 32.82 25.62 -9.58
H 32.24 25.33 -8.87
H 32.26 25.65 -10.38
O 29.36 23.69 -11.98
H 29.12 24.02 -11.09
H 28.51 23.60 -12.42
O 31.29 25.74 -11.97
H 30.84 26.59 -11.85
H 30.57 25.09 -12.04
O 29.75 22.33 -14.70
H 29.98 22.99 -14.05
H 28.80 22.19 -14.60
O 33.96 25.00 -12.53
H 34.41 25.44 -11.80
H 33.01 25.12 -12.36
*
```

***

[2]
Density functional theory data (wB97M-V/def2-TZVPD) for a 5-piece molecular cluster, C35H54N2O13 overall in a non-equilibrium geometry.

Frontier orbital gap: 8.78 eV
Relative energy (zero: lowest compared OMol25 entry of this formula, charge and spin): 2.804 eV
LUMO: -0.39 eV
SMILES: CCC[C@@H](C)C1=C(CCCN)C(=O)C(CCOCC)=C(CON=O)C1=O.O=C1CCCO1.O=C1CCCO1.O=C1CCCO1.O=C1CCCO1

Structure (ORCA input):
```
! RIJCOSX wB97M-V def2-TZVPD def2/J DEFGRID3
* xyz 0 1
C 0.05 -2.53 -0.87
C 0.01 -1.52 0.31
C -0.70 -0.23 -0.12
C -0.42 1.04 0.76
C 0.20 0.76 2.16
C 0.28 2.16 0.04
C 1.43 2.13 -0.60
C 2.30 0.91 -0.78
C 3.29 0.65 0.39
C 3.81 1.92 1.07
N 5.25 1.83 1.44
C 1.90 3.39 -1.25
O 2.47 3.42 -2.29
C 1.62 4.65 -0.46
C 2.67 5.71 -0.46
C 2.59 6.68 -1.65
O 2.36 7.97 -1.14
C 2.59 8.99 -2.11
C 1.26 9.30 -2.86
C 0.48 4.68 0.17
C 0.07 5.86 0.98
O -0.27 6.95 0.12
N -0.43 8.08 0.95
O -1.50 8.08 1.43
C -0.43 3.49 0.05
O -1.60 3.59 -0.03
H 0.99 -3.06 -0.85
H -0.75 -3.25 -0.79
H -0.06 -1.98 -1.80
H 1.04 -1.29 0.59
H -0.49 -1.93 1.19
H -1.77 -0.41 -0.19
H -0.38 0.01 -1.13
H -1.40 1.43 1.01
H -0.21 -0.14 2.62
H -0.14 1.59 2.79
H 1.28 0.81 2.16
H 1.77 0.01 -1.06
H 2.95 1.14 -1.63
H 2.91 -0.09 1.08
H 4.15 0.17 -0.08
H 3.28 2.02 2.02
H 3.70 2.82 0.47
H 5.74 2.48 0.83
H 5.62 0.92 1.19
H 3.63 5.19 -0.52
H 2.67 6.25 0.49
H 1.83 6.36 -2.37
H 3.56 6.66 -2.16
H 2.92 9.86 -1.54
H 3.40 8.74 -2.80
H 1.46 9.36 -3.92
H 0.56 8.50 -2.61
H 0.86 10.22 -2.45
H -0.77 5.59 1.63
H 0.90 6.12 1.63
O -2.66 8.61 -4.23
C -3.16 7.95 -3.37
C -2.99 8.13 -1.87
C -3.51 6.80 -1.33
C -4.53 6.40 -2.38
O -4.02 6.93 -3.62
H -3.60 8.97 -1.54
H -1.95 8.29 -1.61
H -3.93 6.87 -0.33
H -2.70 6.07 -1.30
H -5.51 6.84 -2.20
H -4.64 5.32 -2.47
O 0.55 -4.91 0.62
C 0.04 -5.94 0.30
C 0.14 -7.28 1.01
C -0.36 -8.25 -0.05
C -1.31 -7.39 -0.85
O -0.77 -6.06 -0.79
H -0.51 -7.26 1.89
H 1.17 -7.48 1.31
H -0.82 -9.15 0.36
H 0.47 -8.57 -0.68
H -2.32 -7.38 -0.42
H -1.38 -7.70 -1.89
O -1.28 -11.00 -1.46
C -0.37 -11.64 -1.01
C -0.27 -13.15 -0.94
C 0.87 -13.36 0.05
C 1.70 -12.10 -0.15
O 0.76 -11.07 -0.51
H -0.02 -13.53 -1.94
H -1.20 -13.59 -0.60
H 1.43 -14.28 -0.10
H 0.47 -13.37 1.07
H 2.42 -12.21 -0.97
H 2.23 -11.80 0.75
O -0.48 -2.33 3.58
C -1.67 -2.32 3.54
C -2.59 -3.47 3.91
C -3.92 -3.04 3.29
C -3.81 -1.52 3.34
O -2.41 -1.24 3.18
H -2.64 -3.54 4.99
H -2.23 -4.40 3.48
H -4.79 -3.42 3.81
H -3.97 -3.37 2.26
H -4.14 -1.11 4.30
H -4.37 -1.04 2.54
*
```